Record 1
Below is a molecular structure, C19H32N6O2RuS3, with properties calculated with wB97M-V/def2-TZVPD.

Multiplicity: 6
HOMO level (spin up / spin down) in eV: -10.28 / -11.56
Total charge: +1
Frontier orbital gap (spin up / spin down) in hartree: 0.2831 / 0.2532

The geometry in XYZ format:
```
63
Properties=species:S:1:pos:R:3:forces:R:3
Ru 0.9810 0.0982 -0.5215 -0.056 -0.054 0.208
C 5.7892 -0.7505 1.5056 -0.046 0.018 0.001
S 4.3581 -1.0130 2.5657 0.098 -0.046 0.100
C 3.0464 -0.4262 1.6277 -0.051 0.009 -0.104
S 3.2438 0.1087 -0.0233 0.110 0.002 0.086
N 1.8969 -0.4254 2.2699 -0.038 0.058 -0.148
N 0.8681 -0.0125 1.5435 0.025 0.078 0.001
C -0.3275 0.0273 2.2503 -0.128 0.022 0.001
C -1.3293 0.8184 1.9230 0.079 -0.029 -0.051
C -2.2949 1.7307 1.8315 0.040 -0.023 0.051
C -3.3791 1.8337 0.9368 -0.021 0.012 -0.004
C -3.7216 1.2001 -0.2944 0.025 -0.023 -0.029
C -3.1248 0.5195 -1.2962 -0.017 0.011 0.079
N -0.8192 0.9803 -0.6957 0.014 0.045 0.031
H 6.6402 -1.0883 2.0936 0.001 -0.003 -0.002
H 5.9099 0.3039 1.2696 0.002 -0.003 -0.007
H 5.7182 -1.3412 0.5961 0.006 0.000 -0.005
H -0.3832 -0.6353 3.1101 -0.004 0.011 0.004
H -2.2530 2.5113 2.5897 -0.004 0.001 -0.016
H -4.1293 2.5489 1.2514 0.002 -0.006 -0.007
H -4.7676 1.3574 -0.5431 -0.004 -0.005 0.011
H -3.7156 0.1828 -2.1353 0.016 -0.004 -0.008
N -1.7116 0.1597 -1.4499 -0.039 0.020 -0.101
C -1.3488 0.0781 -2.9129 0.032 0.011 0.090
C 0.0810 -0.4219 -3.2196 -0.174 0.120 0.036
O 0.1981 -1.1837 -4.1514 0.087 -0.003 -0.102
O 1.0566 0.0778 -2.5221 0.126 -0.172 -0.008
H -1.5534 -0.7868 -1.0456 -0.026 -0.020 -0.016
H -0.8868 1.9264 -1.0628 -0.064 -0.011 -0.029
H -1.4629 1.0850 -3.3167 -0.019 0.002 0.003
H -2.0509 -0.5906 -3.4044 -0.004 -0.018 0.035
C -0.4817 -6.5641 -1.1252 -0.002 0.000 -0.005
C -1.0956 -6.6564 -2.5206 -0.009 0.002 0.004
C -0.4243 -5.7594 -3.5643 0.042 -0.002 -0.014
C -0.9696 -4.3336 -3.6250 -0.031 0.003 0.067
N -0.9289 -3.5948 -2.3612 -0.060 0.101 -0.055
C 0.1728 -3.1088 -1.7862 -0.001 -0.168 0.110
S -0.0089 -2.3110 -0.2519 0.048 0.077 -0.112
N 1.3326 -3.2842 -2.3827 0.028 0.073 -0.057
C 2.6414 -2.8276 -1.9215 -0.040 0.059 0.038
C 3.7282 -3.7894 -2.3778 0.013 0.008 -0.016
C 3.7911 -3.9903 -3.8932 0.006 0.027 -0.006
C 3.9200 -2.6885 -4.6786 -0.023 0.030 -0.001
H -0.9530 -7.2749 -0.4470 0.000 0.000 0.002
H -0.5872 -5.5725 -0.6828 0.000 -0.016 0.006
H 0.5841 -6.7998 -1.1594 -0.001 -0.001 -0.001
H -2.1667 -6.4305 -2.4783 0.003 -0.001 -0.003
H -1.0258 -7.6906 -2.8611 0.004 0.001 0.006
H -0.5696 -6.1735 -4.5647 -0.003 -0.010 0.008
H 0.6567 -5.7600 -3.3927 -0.008 0.015 -0.006
H -2.0197 -4.3666 -3.9152 0.004 0.014 -0.008
H -0.4609 -3.7313 -4.3822 0.004 -0.016 -0.038
H -1.7663 -3.5343 -1.8061 0.010 -0.003 -0.010
H 1.3007 -3.5929 -3.3446 0.018 -0.071 0.024
H 2.6073 -2.7635 -0.8355 0.024 -0.028 -0.034
H 2.8181 -1.8237 -2.3131 0.002 -0.022 0.014
H 3.5964 -4.7509 -1.8760 -0.004 -0.009 0.000
H 4.6808 -3.3789 -2.0319 -0.007 -0.005 -0.004
H 2.9124 -4.5484 -4.2386 -0.001 -0.012 -0.011
H 4.6387 -4.6406 -4.1154 -0.001 -0.004 0.004
H 3.0364 -2.0526 -4.5787 0.003 -0.021 -0.006
H 4.0573 -2.8867 -5.7411 0.004 -0.006 0.004
H 4.7805 -2.1104 -4.3349 0.005 -0.014 0.002
```
Forces are in eV/Å.

---

Record 2
Below is a single C19H32N6O3 molecule in a non-equilibrium geometry, with properties calculated with wB97M-V/def2-TZVPD.

SMILES: CC(C)CCNC(=O)Cn1c(NCCC(C)C)nc2c1c(=O)n(C)c(=O)n2C
HOMO level in eV: -7.91
Total charge: 0
Frontier orbital gap in hartree: 0.3137

The geometry in XYZ format:
```
60
Properties=species:S:1:pos:R:3:forces:R:3
C -6.6602 -1.1499 0.5384 0.287 0.104 0.022
H -6.5775 -1.7878 1.4154 -0.049 -0.085 0.102
H -7.1229 -0.2134 0.8403 -0.109 0.081 0.043
H -7.3140 -1.6390 -0.1812 -0.110 -0.067 -0.086
C -5.2851 -0.8950 -0.0775 -0.209 -0.208 -0.132
C -5.4195 0.0274 -1.2870 0.146 -0.062 0.279
H -4.4458 0.3297 -1.6634 0.094 0.076 -0.131
H -5.9645 -0.4686 -2.0880 -0.075 -0.050 -0.128
H -5.9625 0.9280 -1.0102 -0.051 0.124 -0.025
C -4.6439 -2.2385 -0.4510 0.250 0.280 0.037
H -4.6479 -2.8871 0.4278 -0.016 -0.089 -0.002
H -5.2501 -2.7185 -1.2224 -0.081 -0.046 -0.022
C -3.2090 -2.1392 -0.9682 -0.139 -0.313 -0.185
N -2.3188 -1.6178 0.0425 -0.531 0.243 -0.013
C -1.1646 -2.1905 0.3842 0.227 0.363 0.533
O -0.6875 -3.1961 -0.1085 0.278 -0.353 -0.119
C -0.4081 -1.3854 1.4578 -0.230 -0.432 -0.078
N 0.2962 -0.3090 0.8137 0.340 0.138 -0.152
C 1.5391 -0.3357 0.2654 -0.466 0.143 0.241
N 1.9203 0.8497 -0.2073 0.342 0.269 -0.296
C 0.8650 1.6603 0.0065 -0.840 -0.916 0.619
C -0.1793 0.9824 0.6193 0.379 0.696 -0.237
C -1.4511 1.5640 0.8256 0.470 -0.287 -0.178
O -2.4627 0.9954 1.2371 -0.194 -0.035 0.193
N -1.4662 2.9108 0.4628 -0.211 0.059 0.069
C -0.4260 3.6411 -0.0936 0.121 0.035 -0.053
O -0.5639 4.8134 -0.3714 -0.091 0.252 -0.024
N 0.7566 2.9708 -0.3306 0.033 -0.071 -0.048
C 1.8691 3.6579 -0.9481 0.216 0.218 -0.146
H 1.5213 4.6386 -1.2663 0.068 -0.124 0.026
H 2.2221 3.0771 -1.7989 0.022 0.043 0.007
H 2.6837 3.7657 -0.2314 0.018 0.025 -0.046
C -2.7069 3.6458 0.6421 -0.278 0.154 0.058
H -2.5409 4.4924 1.3074 -0.035 -0.018 -0.053
H -3.0572 4.0221 -0.3187 -0.001 0.012 0.060
H -3.4350 2.9609 1.0702 0.072 0.103 -0.052
N 2.2890 -1.4530 0.2453 -0.193 -0.382 0.054
H 1.7825 -2.3246 0.2847 -0.048 0.019 -0.076
C 3.5753 -1.4494 -0.4261 0.358 0.279 0.198
C 4.6207 -0.7414 0.4367 0.099 -0.023 -0.432
H 4.2305 0.2509 0.6660 0.018 0.006 0.085
H 4.7422 -1.2863 1.3750 -0.003 -0.021 0.094
C 5.9803 -0.5953 -0.2525 0.006 -0.046 0.309
C 6.6581 -1.9474 -0.4636 -0.140 0.256 -0.137
H 6.0820 -2.5773 -1.1359 -0.016 -0.164 -0.074
H 7.6459 -1.8089 -0.8970 0.112 -0.058 -0.055
H 6.7725 -2.4662 0.4859 0.024 -0.094 0.135
C 6.8818 0.3143 0.5803 -0.155 -0.063 -0.268
H 7.8439 0.4506 0.0920 0.138 0.040 -0.003
H 6.4236 1.2912 0.7135 -0.016 0.134 0.062
H 7.0551 -0.1209 1.5622 0.040 -0.044 0.151
H 5.8217 -0.1261 -1.2295 -0.010 0.018 -0.011
H 3.4917 -0.9276 -1.3858 0.016 -0.121 -0.002
H 3.8562 -2.4868 -0.6043 -0.065 0.032 -0.048
H -1.1060 -0.9576 2.1795 0.132 -0.023 -0.029
H 0.3070 -2.0324 1.9716 -0.116 0.033 -0.079
H -2.5852 -0.7446 0.4950 0.202 -0.086 0.073
H -2.8367 -3.1301 -1.2409 -0.040 0.162 -0.048
H -3.1685 -1.5003 -1.8569 0.016 -0.112 -0.002
H -4.6652 -0.3928 0.6717 -0.004 -0.005 0.018
```
Forces are in eV/Å.

---

Record 3
Below is a molecular structure, C19H32NO4P2Ti in a non-equilibrium geometry, with properties calculated with wB97M-V/def2-TZVPD.

HOMO level in eV: -11.21
Total charge: +1
Frontier orbital gap in hartree: 0.2653

The geometry in XYZ format:
```
59
Properties=species:S:1:pos:R:3:forces:R:3
C -2.4987 -2.2607 2.7491 0.119 0.082 -0.140
C -1.5885 -1.8561 1.7742 -0.151 -0.011 0.301
N -1.3682 -0.5429 1.5434 -0.326 -0.159 -0.024
C -2.0254 0.4018 2.2492 -0.218 -0.144 0.353
C -2.9272 0.0432 3.2447 0.164 0.260 -0.204
C -3.1720 -1.3017 3.4951 0.082 -0.100 -0.105
C -0.8539 -2.8890 0.9619 0.238 -0.375 -0.027
P 0.7490 -2.2713 0.2922 -0.129 -1.239 0.519
Ti 0.0477 0.0220 -0.0026 3.174 0.531 -1.206
P -1.0406 2.1442 0.2848 -0.721 0.752 0.537
C -1.7602 1.8682 1.9660 0.044 0.368 0.026
C 1.3528 0.4893 -1.6612 -1.447 -0.507 1.335
C 2.7316 0.3425 -1.5159 0.391 0.114 -0.730
C 3.5675 0.6222 -2.6046 -0.059 -0.074 0.215
C 3.0231 1.0468 -3.8215 -0.209 -0.076 0.225
C 1.6369 1.1900 -3.9568 -0.174 0.023 0.116
C 0.7934 0.9118 -2.8718 0.680 0.199 -0.500
O -2.1520 -3.7369 -1.3664 -0.342 0.426 -1.030
O -1.0185 -1.9443 -3.0829 0.337 0.770 -0.119
H -2.6490 -3.3286 2.8812 -0.089 0.235 0.153
H -3.4115 0.8454 3.7960 -0.036 -0.303 -0.011
H -3.8823 -1.5999 4.2612 0.113 0.053 -0.107
C 1.9624 -2.6273 1.5808 0.316 0.033 0.302
C 1.2447 -3.3233 -1.0826 -0.032 -0.205 -0.375
H -2.6994 2.4411 2.0235 0.246 -0.221 0.147
H -1.0747 2.2976 2.7180 -0.170 -0.298 -0.219
H -1.4803 -3.2511 0.0850 0.567 0.428 0.872
H -0.6214 -3.7598 1.5952 -0.253 0.147 -0.157
C -0.0787 3.6699 0.2996 0.189 0.268 0.122
C -2.5139 2.5273 -0.6888 -0.132 0.019 -0.277
H 3.1584 0.0307 -0.5603 -0.030 0.140 -0.325
H 4.6457 0.5099 -2.4879 -0.238 0.069 -0.130
H 3.6794 1.2718 -4.6625 -0.183 -0.080 0.214
H 1.2053 1.5163 -4.9033 0.181 -0.030 0.185
H -0.2905 1.0480 -2.9534 0.404 -0.084 -0.155
H -1.0740 -1.1531 -2.4899 0.166 -0.542 -0.475
H -0.3093 -1.7390 -3.7224 -0.508 -0.163 0.401
H -1.8094 -3.1156 -2.0698 -0.420 -0.743 0.457
H -3.1191 -3.6915 -1.4038 0.320 -0.058 -0.163
H -1.0655 -0.3139 -1.1659 -1.358 0.134 -0.604
H 2.0222 -3.7122 1.7472 0.025 0.282 -0.036
H 2.9413 -2.2449 1.2619 -0.184 -0.154 0.090
H 1.6891 -2.1172 2.5119 0.018 -0.121 -0.203
H 1.3352 -4.3648 -0.7468 -0.019 0.235 -0.104
H 0.5187 -3.2499 -1.9015 0.192 -0.054 0.287
H 2.2141 -2.9662 -1.4545 -0.183 -0.085 0.134
H -2.9986 3.4330 -0.2998 0.086 -0.194 -0.179
H -2.2168 2.6710 -1.7341 -0.145 0.056 0.179
H -3.2086 1.6810 -0.6458 0.118 0.164 0.002
H -0.7006 4.5151 0.6245 0.191 -0.169 -0.116
H 0.8020 3.5643 0.9448 -0.244 -0.012 -0.126
H 0.2889 3.8430 -0.7212 -0.150 -0.009 0.225
C 1.9132 0.9689 3.8552 0.021 -0.173 0.235
O 1.1278 0.4255 2.7735 0.381 0.405 0.219
C 1.4491 0.8444 1.5255 0.002 0.770 -0.979
O 2.3943 1.5737 1.2684 -0.667 -0.602 0.961
H 1.8127 2.0618 3.9001 0.092 -0.321 -0.072
H 2.9691 0.6900 3.7490 -0.294 0.153 0.034
H 1.4711 0.5044 4.7372 0.255 0.190 0.052
```
Forces are in eV/Å.

---

Computed energy relative to the best compared isomer or geometry (same formula, charge and spin), in the same sequence as the records: 0.000 0.000 0.000 eV.